Entry from the Open Molecules 2025 dataset: a cluster of 7 separate species, C26H70Cl8N9O3P3 in total at a distorted geometry (wB97M-V/def2-TZVPD).

Last column: Mulliken charge in e.
Cartesian coordinates (Å):
C -6.078799 0.339850 2.645254  -1.265
N -6.456569 1.666650 2.284264  0.104
C -6.429339 2.037620 0.818664  -1.039
P -6.815319 2.980750 3.375084  0.379
O -7.784669 4.008470 2.798284  -0.858
N -7.308279 2.296750 4.863844  0.185
C -7.620559 3.241890 5.982644  -0.921
C -8.150329 1.035780 4.956824  -0.952
N -5.238619 3.534450 3.717814  0.285
C -4.077529 2.621700 4.023334  -0.862
C -4.889399 4.999090 3.762694  -0.928
H -6.803769 -0.468220 2.547594  0.191
H -5.757809 0.237030 3.681834  0.458
H -5.209399 0.234600 1.996274  0.537
H -6.186979 1.186230 0.182654  0.415
H -5.567669 2.704920 0.837224  0.324
H -7.376199 2.566330 0.708974  0.302
H -6.762189 3.883040 6.183214  0.231
H -8.302839 4.035830 5.678924  0.328
H -8.049019 2.592400 6.745984  0.367
H -8.777959 0.966350 5.845284  0.397
H -8.806509 0.964580 4.089384  0.337
H -7.541459 0.131710 4.950174  0.244
H -3.100049 3.082860 3.882034  0.389
H -3.982999 2.364140 5.078244  0.224
H -4.098379 1.815940 3.289554  0.204
H -3.813479 5.152130 3.846824  0.346
H -5.444919 5.485760 4.564354  0.280
H -5.349169 5.507220 2.915034  0.300
C 1.674781 -8.021680 -4.373136  -1.096
N 0.978731 -7.282690 -5.441106  0.301
C 0.496901 -5.922940 -5.046876  -1.004
P 0.168611 -8.367000 -6.519486  0.297
O -0.924999 -9.184850 -5.985186  -0.808
N -0.429199 -7.391830 -7.828626  0.250
C -1.467209 -7.855290 -8.698016  -1.153
C 0.240711 -6.181500 -8.269326  -0.946
N 1.407681 -9.190420 -7.362766  0.213
C 1.116381 -10.473810 -7.956706  -1.098
C 2.687191 -8.536580 -7.839856  -1.032
H 2.425751 -8.731640 -4.719716  0.250
H 0.867331 -8.659060 -4.012766  0.382
H 2.067071 -7.337890 -3.620386  0.407
H 1.095081 -5.189590 -5.587696  0.285
H 0.587851 -5.732120 -3.977576  0.409
H -0.503039 -5.780530 -5.456706  0.320
H -2.365799 -7.238340 -8.694236  0.350
H -1.085149 -8.195380 -9.660546  0.423
H -1.713289 -8.860980 -8.357266  0.310
H -0.177609 -5.335230 -7.724426  0.264
H 1.299001 -6.196750 -8.008776  0.251
H 0.102631 -6.046420 -9.342076  0.321
H 2.058161 -10.945240 -8.237626  0.468
H 0.646701 -11.091880 -7.191526  0.309
H 0.413131 -10.426220 -8.788126  0.255
H 2.700221 -7.448320 -7.779736  0.299
H 2.901281 -8.774670 -8.881766  0.438
H 3.608841 -8.883160 -7.372356  0.337
C 2.670831 5.486100 4.093954  -1.116
N 3.745001 4.575500 4.652304  0.341
C 4.943031 5.330040 4.965454  -1.104
P 3.319631 2.966890 5.031474  0.374
O 1.978331 2.520170 4.683494  -0.928
N 4.655391 2.092410 4.366894  0.285
C 4.938011 2.290150 2.975344  -1.147
C 4.941321 0.709450 4.854164  -1.025
N 3.658801 2.902380 6.665014  0.218
C 2.644601 2.372840 7.613984  -1.087
C 4.948691 2.899460 7.273664  -1.240
H 2.774081 6.403010 4.674234  0.391
H 1.651191 5.200080 4.352044  0.313
H 2.907141 5.647500 3.042184  0.297
H 4.939921 5.996660 5.827834  0.298
H 5.102871 5.956570 4.087954  0.435
H 5.816731 4.685920 5.064724  0.327
H 5.506361 3.195330 2.761504  0.259
H 5.764581 1.624130 2.727744  0.453
H 4.111571 2.223930 2.267734  0.334
H 4.433351 -0.061820 4.275194  0.438
H 5.963721 0.361830 4.706034  0.345
H 4.523361 0.518360 5.842544  0.270
H 1.697321 2.911770 7.595794  0.296
H 2.347531 1.336510 7.453154  0.310
H 2.977261 2.459450 8.648364  0.439
H 5.734311 2.929680 6.518694  0.434
H 5.144381 1.952110 7.776004  0.498
H 5.070631 3.761600 7.929354  0.291
Cl 0.785771 -0.947660 -1.867896  -0.184
C 1.117671 0.689570 -1.506476  -0.314
C -0.270389 1.523840 -1.286536  -0.310
Cl -1.226559 1.654300 -2.777836  -0.185
H 1.720141 0.952540 -2.375936  0.267
H 1.728391 0.611130 -0.607056  0.153
H 0.071671 2.500870 -0.945236  0.276
H -0.896979 1.104310 -0.499456  0.296
Cl 7.670821 0.896120 -5.301716  -0.214
C 6.119801 1.693300 -5.770596  -0.518
C 5.566841 2.469440 -4.555426  -0.334
Cl 4.105531 3.166820 -5.368196  -0.215
H 5.390731 0.894010 -5.903596  0.307
H 6.226431 2.258380 -6.696566  0.368
H 6.062221 3.303640 -4.058626  0.335
H 5.233571 1.854510 -3.719436  0.271
Cl 1.859451 -3.644170 3.807494  -0.192
C 0.723251 -2.488660 2.992664  -0.371
C -0.076219 -1.753220 4.064154  -0.370
Cl -1.344249 -2.873900 4.650484  -0.203
H 0.103001 -3.106610 2.343404  0.351
H 1.201511 -1.691370 2.423704  0.242
H -0.552279 -0.839220 3.709094  0.272
H 0.540481 -1.485660 4.922174  0.272
Cl -1.110199 8.203240 -6.113766  -0.210
C -0.895139 7.191370 -4.593006  -0.468
C -1.570959 7.847210 -3.336916  -0.374
Cl -1.449469 6.755690 -2.012536  -0.164
H 0.192981 7.127480 -4.590096  0.295
H -1.288629 6.177650 -4.668116  0.330
H -2.640839 7.978140 -3.499136  0.283
H -1.105879 8.805030 -3.103746  0.310

Forces on atoms 1 to 6 (eV/Å):
0.99 -0.02 0.17
-2.24 1.38 1.24
0.48 0.51 2.78
-0.04 -0.55 -0.87
2.34 -1.62 1.02
-0.67 -1.06 0.17

Results
2S+1: 1
Charge: 0
E_LUMO (eV): -0.1
Energy (eV): -175696.615



Entry from the Open Molecules 2025 dataset: a cluster of 7 separate species, C26H71N5O10 in total at a distorted geometry (wB97M-V/def2-TZVPD).

Last column: Mulliken charge in e.
Cartesian coordinates (Å):
C -1.557998 4.063903 -2.762348  -0.299
O -0.170409 4.239674 -2.622536  -0.505
C 0.196877 4.348731 -1.215784  0.481
C -0.056560 5.732177 -0.679670  0.509
C 0.370804 6.838720 -1.653103  -1.612
N 0.715779 5.855365 0.542931  -0.518
H -1.853911 3.983539 -3.808330  0.369
H -2.249492 4.541284 -2.068066  0.263
H -1.694613 2.982773 -2.738019  -0.141
H -0.374441 3.707099 -0.544967  -0.112
H 1.225579 3.988353 -1.214953  -0.169
H -1.114097 5.940616 -0.517609  0.287
H 0.074538 7.723346 -1.089384  0.435
H -0.132441 6.755122 -2.616349  0.376
H 1.436467 6.946237 -1.855325  0.302
H 1.052370 6.793982 0.703615  0.328
H 1.632311 5.452753 0.408807  -0.076
C 2.007068 -2.501028 2.580436  -1.090
O 1.602256 -2.233365 1.262590  -0.137
C 2.612039 -2.488781 0.292015  -1.566
C 2.185883 -2.110984 -1.165435  1.737
C 3.223783 -2.472386 -2.179018  -1.791
N 1.882869 -0.713553 -1.294581  -0.220
H 1.245371 -2.527818 3.359669  0.265
H 2.715144 -1.725942 2.873665  0.314
H 2.527957 -3.448773 2.716651  0.328
H 3.443412 -1.890949 0.665548  0.611
H 2.759598 -3.568550 0.271687  0.303
H 1.245721 -2.662458 -1.156733  -0.452
H 2.828719 -2.611956 -3.185273  0.429
H 3.711475 -3.426963 -1.981431  0.433
H 4.028297 -1.738231 -2.135836  0.363
H 1.044974 -0.489775 -0.776944  -0.155
H 1.517540 -0.666627 -2.235026  0.290
C -3.567165 -7.751685 0.367365  -0.776
O -2.341714 -7.170243 -0.248775  -0.366
C -1.517156 -6.294226 0.580074  -0.786
C -0.537053 -5.300499 -0.099166  1.436
C 0.626111 -6.090205 -0.662561  -1.620
N -0.092154 -4.344532 0.885848  -0.476
H -3.173444 -8.501424 1.053642  0.318
H -4.117967 -8.329119 -0.375122  0.281
H -4.337560 -7.135518 0.830987  0.292
H -2.136538 -5.604499 1.153432  0.370
H -0.928947 -6.889904 1.278113  0.366
H -1.039064 -4.872211 -0.966723  -0.336
H 0.274535 -6.667071 -1.517973  0.434
H 0.995563 -6.828411 0.049235  0.318
H 1.453221 -5.412700 -0.874614  0.376
H 0.642262 -3.784256 0.477413  -0.220
H -0.872102 -3.742221 1.107191  0.255
C 7.485004 4.254461 -0.644438  -0.760
O 6.310189 3.342111 -0.489222  -0.342
C 5.145962 3.935832 0.035414  -0.820
C 4.180307 3.048651 0.771737  0.527
C 3.572025 1.946484 -0.121278  -1.081
N 2.982774 3.738387 1.266092  -0.210
H 7.852860 4.646695 0.303682  0.292
H 7.226036 5.029963 -1.365305  0.321
H 8.195360 3.655263 -1.214051  0.260
H 5.386321 4.785334 0.674679  0.396
H 4.663059 4.350657 -0.849372  0.263
H 4.738902 2.671933 1.628559  0.275
H 4.375044 1.410484 -0.627206  0.449
H 2.690339 2.185535 -0.715909  0.090
H 3.280959 1.171805 0.588134  0.133
H 2.300814 3.174257 1.752696  -0.015
H 3.279397 4.446956 1.921861  0.266
C -5.055203 -0.582907 3.158032  -0.876
O -4.430432 -1.358403 2.034551  -0.287
C -4.966486 -1.159305 0.731488  -0.542
C -4.346873 -2.296169 -0.162555  -0.872
N -3.178978 -1.691368 -0.841292  0.119
C -2.586350 -2.440040 -1.891147  0.546
C -3.004888 -1.799327 -3.237698  -0.471
O -2.292884 -2.148823 -4.358070  -0.453
C -0.865018 -1.979140 -4.279907  -0.526
H -5.435271 0.386307 2.835128  0.366
H -4.306478 -0.332799 3.909677  0.256
H -5.871480 -1.070260 3.691205  0.298
H -4.768122 -0.140987 0.397141  0.332
H -6.051937 -1.257532 0.715940  0.517
H -4.990446 -2.695404 -0.946471  0.631
H -4.042330 -3.156883 0.432858  0.222
H -2.547479 -1.567860 -0.062797  -0.318
H -2.908600 -3.477517 -1.802323  0.512
H -1.507992 -2.284980 -1.856287  -0.778
H -2.988095 -0.732059 -3.016875  0.301
H -4.016914 -2.092107 -3.517338  0.292
H -0.527646 -2.837373 -3.698780  0.187
H -0.640575 -1.001125 -3.854215  0.199
H -0.452061 -2.104017 -5.280890  0.331
O -0.019052 1.956901 4.529326  -0.588
C -1.283573 2.569822 4.285902  0.044
C -1.015767 3.799082 3.366261  -0.470
O -0.045008 3.564911 2.373207  -0.228
H 0.624060 2.009624 3.818536  0.315
H -1.711332 1.747826 3.711928  -0.193
H -1.952319 2.789309 5.118193  0.381
H -0.688414 4.546662 4.088796  0.319
H -1.846223 4.288875 2.857797  0.398
H 0.091147 4.283946 1.751877  0.120
O -1.603547 0.817182 -1.129482  -0.406
C -1.011768 1.044667 0.164521  0.048
C -1.300700 -0.058354 1.229626  -0.288
O -0.796853 -1.310961 0.815172  0.050
H -2.189152 0.056509 -1.123913  0.302
H 0.058587 1.238482 0.094794  0.160
H -1.431832 2.000273 0.478315  0.261
H -2.380830 0.076654 1.286187  0.021
H -0.954627 0.083483 2.253454  0.548
H 0.160690 -1.376431 0.794793  -0.267

Forces on atoms 1 to 6 (eV/Å):
-0.18 -2.81 -1.12
-0.06 0.84 1.52
-0.63 -0.57 -1.34
1.80 1.21 -1.31
-0.39 0.18 0.19
0.33 -0.16 1.09

Results
2S+1: 1
Charge: 0
E_LUMO (eV): 0.6
Energy (eV): -56030.703